No. 1
The following is a DFT calculation (wB97M-V/def2-TZVPD) of the molecule C4H3NO3 in a non-equilibrium geometry.

Geometry as XYZ:
```
11
C4H3NO3 wB97M-V/def2-TZVPD
O -2.856 0.029 -0.021
C -1.666 0.024 -0.001
C -0.775 -1.158 0.019
N 0.479 -1.062 -0.015
C 1.067 0.185 0.019
O 2.400 0.094 -0.016
C 0.343 1.314 0.020
O -1.012 1.235 0.001
H -1.276 -2.120 0.060
H 2.526 -0.853 -0.043
H 0.771 2.313 -0.023
```

The value obtained for the HOMO-LUMO gap is 8.533 eV. The value obtained for the max |F| is 1.5 eV/Å. Its SMILES is O=c1cnc(O)co1. The value obtained for the relative energy (zero: lowest compared OMol25 entry of this formula, charge and spin) is 1.495 eV.

Population analysis type Löwdin, resulting atomic charges in e: number 1, O, carries 0.13; number 2, C, carries -0.43; number 3, C, carries -0.02; number 4, N, carries 0.16; number 5, C, carries -0.38; number 6, O, carries 0.08; number 7, C, carries -0.01; number 8, O, carries 0.09; number 9, H, carries 0.13; number 10, H, carries 0.10; number 11, H, carries 0.14

No. 2
The following is a DFT calculation (wB97M-V/def2-TZVPD) of a cluster of 10 separate species, C25H51Br16NO5 in total in a non-equilibrium geometry.

Geometry as XYZ:
```
98
C25H51Br16NO5 wB97M-V/def2-TZVPD
C 4.484 -4.740 -3.775
O 4.312 -3.343 -3.795
C 3.200 -3.003 -4.608
C 2.928 -1.513 -4.533
N 2.366 -1.056 -3.254
C 2.223 0.402 -3.240
C 1.685 0.919 -1.927
O 2.660 1.087 -0.899
C 3.388 2.288 -0.930
H 3.576 -5.338 -3.668
H 5.199 -5.033 -3.008
H 4.945 -5.076 -4.713
H 2.264 -3.412 -4.208
H 3.421 -3.294 -5.637
H 2.223 -1.241 -5.323
H 3.902 -1.050 -4.763
H 3.152 -1.269 -2.639
H 1.615 0.821 -4.042
H 3.213 0.872 -3.324
H 0.879 0.333 -1.480
H 1.277 1.931 -2.054
H 2.694 3.137 -0.888
H 3.992 2.388 -1.836
H 4.027 2.399 -0.056
O -6.681 3.557 0.638
C -6.287 2.687 -0.075
O -6.611 1.385 0.062
C -5.750 0.608 -0.799
C -5.255 1.631 -1.774
O -5.427 2.870 -1.093
H -4.930 0.193 -0.219
H -6.310 -0.223 -1.218
H -5.932 1.630 -2.630
H -4.200 1.435 -1.935
Br -4.113 -5.853 -1.355
C -3.566 -4.771 0.209
C -4.228 -3.421 0.023
Br -6.181 -3.529 0.135
H -2.487 -4.727 0.301
H -4.040 -5.293 1.031
H -4.012 -2.798 -0.845
H -3.944 -2.712 0.804
Br -2.386 -4.015 3.205
C -0.534 -4.309 2.688
C 0.293 -3.061 3.039
Br 1.832 -2.884 1.866
H -0.580 -4.662 1.664
H -0.287 -5.131 3.354
H 0.676 -3.140 4.050
H -0.343 -2.190 2.918
Br -3.083 4.876 -0.406
C -1.853 5.845 0.748
C -1.660 5.111 2.062
Br -0.422 6.186 3.189
H -2.291 6.827 0.899
H -0.916 5.936 0.209
H -1.158 4.150 1.963
H -2.561 4.883 2.624
Br -2.370 0.075 0.547
C -0.755 1.130 0.202
C 0.469 0.440 0.773
Br 0.531 0.695 2.719
H -0.954 2.091 0.660
H -0.660 1.152 -0.882
H 1.336 0.929 0.327
H 0.565 -0.635 0.646
Br 4.562 -2.599 -0.596
C 4.962 -1.727 1.137
C 4.338 -0.327 1.182
Br 4.726 0.373 2.970
H 6.047 -1.704 1.119
H 4.595 -2.332 1.958
H 3.263 -0.466 1.116
H 4.705 0.399 0.468
Br -3.964 1.847 3.269
C -3.055 0.281 4.055
C -2.522 0.664 5.427
Br -1.729 -0.896 6.343
H -2.216 0.015 3.418
H -3.752 -0.550 4.006
H -3.329 0.910 6.112
H -1.791 1.464 5.454
Br 2.280 3.332 1.444
C 2.910 3.900 3.203
C 4.433 3.999 3.217
Br 5.038 4.458 5.038
H 2.481 3.242 3.955
H 2.434 4.863 3.372
H 4.773 4.781 2.547
H 4.876 3.037 2.987
Br -0.579 1.147 -4.064
C -0.718 -0.794 -4.070
C -1.731 -1.268 -3.087
Br -3.561 -0.674 -3.711
H 0.248 -1.195 -3.748
H -0.899 -1.149 -5.081
H -1.562 -0.861 -2.095
H -1.822 -2.351 -3.071
```

The value obtained for the HOMO-LUMO gap is 9.756 eV. The value obtained for the max |F| is 1.8 eV/Å. Its SMILES is COCCNCCOC.O=C1OCCO1.BrCCBr.BrCCBr.BrCCBr.BrCCBr.BrCCBr.BrCCBr.BrCCBr.BrCCBr.

Population analysis type Löwdin, resulting atomic charges in e: number 1, C, carries -0.13; number 2, O, carries -0.23; number 3, C, carries -0.23; number 4, C, carries -0.22; number 5, N, carries -0.05; number 6, C, carries -0.27; number 7, C, carries -0.26; number 8, O, carries -0.28; number 9, C, carries -0.23; number 10, H, carries 0.09; number 11, H, carries 0.08; number 12, H, carries 0.09; number 13, H, carries 0.13; number 14, H, carries 0.13; number 15, H, carries 0.12; number 16, H, carries 0.13; number 17, H, carries 0.05; number 18, H, carries 0.00; number 19, H, carries 0.12; number 20, H, carries 0.08; number 21, H, carries 0.11; number 22, H, carries 0.02; number 23, H, carries 0.10; number 24, H, carries 0.03; number 25, O, carries 0.15; number 26, C, carries -0.60; number 27, O, carries 0.06; number 28, C, carries -0.15; number 29, C, carries -0.17; number 30, O, carries -0.01; number 31, H, carries 0.04; number 32, H, carries 0.12; number 33, H, carries 0.14; number 34, H, carries 0.07; number 35, Br, carries 0.58; number 36, C, carries -0.70; number 37, C, carries -0.73; number 38, Br, carries 0.61; number 39, H, carries 0.03; number 40, H, carries 0.02; number 41, H, carries 0.03; number 42, H, carries 0.01; number 43, Br, carries 0.70; number 44, C, carries -0.64; number 45, C, carries -0.66; number 46, Br, carries 0.73; number 47, H, carries 0.04; number 48, H, carries 0.05; number 49, H, carries 0.06; number 50, H, carries -0.01; number 51, Br, carries 0.70; number 52, C, carries -0.70; number 53, C, carries -0.66; number 54, Br, carries 0.60; number 55, H, carries 0.05; number 56, H, carries 0.05; number 57, H, carries 0.02; number 58, H, carries 0.04; number 59, Br, carries 0.73; number 60, C, carries -0.60; number 61, C, carries -0.68; number 62, Br, carries 0.66; number 63, H, carries 0.04; number 64, H, carries 0.02; number 65, H, carries -0.01; number 66, H, carries 0.02; number 67, Br, carries 0.67; number 68, C, carries -0.69; number 69, C, carries -0.67; number 70, Br, carries 0.71; number 71, H, carries 0.04; number 72, H, carries 0.00; number 73, H, carries 0.00; number 74, H, carries 0.04; number 75, Br, carries 0.63; number 76, C, carries -0.70; number 77, C, carries -0.68; number 78, Br, carries 0.58; number 79, H, carries -0.05; number 80, H, carries 0.05; number 81, H, carries 0.04; number 82, H, carries 0.05; number 83, Br, carries 0.81; number 84, C, carries -0.64; number 85, C, carries -0.68; number 86, Br, carries 0.60; number 87, H, carries 0.05; number 88, H, carries 0.02; number 89, H, carries 0.06; number 90, H, carries -0.04; number 91, Br, carries 0.79; number 92, C, carries -0.64; number 93, C, carries -0.59; number 94, Br, carries 0.62; number 95, H, carries 0.04; number 96, H, carries 0.07; number 97, H, carries 0.01; number 98, H, carries 0.06

No. 3
The following is a DFT calculation (wB97M-V/def2-TZVPD) of a cluster of 2 separate species, C2H10O2Si2 in total in a non-equilibrium geometry.

Geometry as XYZ:
```
16
C2H10O2Si2 wB97M-V/def2-TZVPD
C 0.982 2.469 -1.153
C -1.685 -2.565 1.189
O 1.075 -0.420 -1.800
O 0.562 0.341 0.596
Si 1.485 0.744 -0.753
Si -1.841 -0.779 0.446
H -0.077 2.461 -1.635
H 1.129 3.058 -0.231
H 1.600 3.132 -1.801
H -2.631 -3.082 1.525
H -1.433 -3.255 0.361
H -0.980 -2.539 1.966
H 0.284 -0.918 -1.608
H 0.677 0.936 1.360
H 2.810 0.496 -0.299
H -1.958 -0.079 1.835
```

The value obtained for the HOMO-LUMO gap is 8.169 eV. The value obtained for the max |F| is 2.7 eV/Å. The value obtained for the relative energy (zero: lowest compared OMol25 entry of this formula, charge and spin) is 3.674 eV.

Population analysis type Löwdin, resulting atomic charges in e: number 1, C, carries -0.19; number 2, C, carries -0.41; number 3, O, carries -0.16; number 4, O, carries -0.32; number 5, Si, carries 0.31; number 6, Si, carries 0.70; number 7, H, carries 0.08; number 8, H, carries 0.03; number 9, H, carries 0.03; number 10, H, carries 0.03; number 11, H, carries -0.01; number 12, H, carries -0.03; number 13, H, carries 0.01; number 14, H, carries 0.07; number 15, H, carries 0.00; number 16, H, carries -0.15

No. 4
The following is a DFT calculation (wB97M-V/def2-TZVPD) of the molecule C8H15N5O in a non-equilibrium geometry.

Geometry as XYZ:
```
29
C8H15N5O wB97M-V/def2-TZVPD
C 0.845 -0.728 0.007
C 2.260 -1.050 0.113
C 0.159 0.452 -0.135
C -3.353 -0.466 -0.480
C -3.427 0.725 0.396
C -1.877 -0.820 -0.564
C -2.178 1.515 0.051
C 2.665 -2.426 0.655
N 0.593 1.719 0.086
N 3.073 -0.182 -0.440
N -1.213 0.426 -0.117
N 2.312 3.191 0.132
N 1.715 2.145 -0.324
O 4.505 -0.328 -0.410
H 0.174 -1.557 0.000
H -3.961 -1.414 -0.107
H -3.840 -0.278 -1.428
H -4.519 1.263 0.369
H -3.444 0.596 1.537
H -1.523 -1.722 0.129
H -1.611 -1.118 -1.618
H -2.328 2.273 -0.768
H -1.810 2.136 0.926
H 2.044 -3.070 0.083
H 2.398 -2.561 1.725
H 3.715 -2.553 0.604
H 1.770 3.577 0.912
H 4.565 -1.290 -0.373
H 2.292 1.545 -0.960
```

The value obtained for the HOMO-LUMO gap (alpha / beta) is 8.015 / 8.013 eV. The value obtained for the max |F| is 4.9 eV/Å. The value obtained for the relative energy (zero: lowest compared OMol25 entry of this formula, charge and spin) is 6.552 eV.

Population analysis type Löwdin, resulting atomic charges in e: number 1, C, carries -0.03; number 2, C, carries -0.31; number 3, C, carries -0.30; number 4, C, carries -0.22; number 5, C, carries -0.23; number 6, C, carries -0.17; number 7, C, carries -0.18; number 8, C, carries 0.00; number 9, N, carries 0.09; number 10, N, carries -0.01; number 11, N, carries -0.08; number 12, N, carries 0.08; number 13, N, carries -0.16; number 14, O, carries -0.05; number 15, H, carries 0.05; number 16, H, carries 0.15; number 17, H, carries 0.10; number 18, H, carries 0.16; number 19, H, carries 0.13; number 20, H, carries 0.14; number 21, H, carries 0.13; number 22, H, carries 0.13; number 23, H, carries 0.12; number 24, H, carries 0.07; number 25, H, carries 0.10; number 26, H, carries 0.05; number 27, H, carries 0.05; number 28, H, carries 0.05; number 29, H, carries 0.14

What is the max |F| in the second record?
1.8 eV/Å

The lowest max |F| belongs to which entry?
C4H3NO3

Which of these has the highest max |F|?
C8H15N5O

Number 3 is which compound?
C2H10O2Si2